[1]
# C24H49BClN3O4P

A gas-phase ion, C24H49BClN3O4P (charge +1) (ωB97M-V/def2-TZVPD, the Open Molecules 2025 dataset).

- HOMO energy: -11.6 eV
- SMILES: CCCN[C@@H]1C(N=C(C)C)=[NH+][C@](CCCOC)(P(O)Cl)[C@@]1(CCCCCCCOC)B(O)CC

The geometry in ORCA input format:
```
! RIJCOSX wB97M-V def2-TZVPD def2/J DEFGRID3
* xyz 1 1
C -2.993 0.876 1.860
C -2.796 1.262 0.392
C -2.428 0.038 -0.466
N -1.411 0.318 -1.501
C -0.316 -0.615 -1.590
C -0.572 -2.087 -1.462
N -1.712 -2.688 -1.855
C -2.608 -3.137 -1.055
C -4.033 -3.119 -1.492
C -2.324 -3.722 0.305
N 0.483 -2.664 -0.991
C 1.605 -1.787 -0.644
C 2.858 -2.136 -1.495
C 2.768 -3.431 -2.316
C 1.889 -3.305 -3.567
O 0.756 -4.150 -3.403
C 0.106 -4.516 -4.616
P 2.069 -2.273 1.151
O 0.566 -2.401 1.805
Cl 2.445 -4.271 0.885
C 1.007 -0.334 -0.758
C 0.610 0.397 0.550
C 1.777 0.862 1.456
C 1.885 2.390 1.654
C 1.919 2.777 3.140
C 0.541 2.787 3.805
C -0.241 4.065 3.504
C -1.755 3.943 3.750
O -2.512 4.214 2.588
C -3.243 5.428 2.585
B 1.830 0.794 -1.582
O 1.074 1.619 -2.387
C 3.391 1.023 -1.549
C 3.837 2.485 -1.680
H -3.892 0.264 1.969
H -2.162 0.262 2.222
H -3.103 1.754 2.490
H -2.029 2.032 0.309
H -3.745 1.678 0.053
H -2.077 -0.743 0.216
H -3.346 -0.291 -0.957
H -1.873 0.326 -2.400
H 0.016 -0.545 -2.639
H -4.551 -4.046 -1.257
H -4.109 -2.872 -2.548
H -4.498 -2.313 -0.914
H -2.416 -2.976 1.097
H -1.327 -4.152 0.345
H -3.028 -4.532 0.482
H 0.497 -3.670 -0.872
H 3.716 -2.238 -0.821
H 3.116 -1.334 -2.177
H 2.420 -4.281 -1.738
H 3.788 -3.662 -2.625
H 2.438 -3.608 -4.461
H 1.538 -2.269 -3.683
H 0.316 -5.563 -4.840
H 0.424 -3.885 -5.447
H -0.969 -4.399 -4.477
H 0.486 -1.722 2.492
H -0.132 -0.171 1.110
H 0.079 1.288 0.211
H 2.731 0.448 1.133
H 1.601 0.440 2.452
H 2.826 2.741 1.228
H 1.036 2.893 1.184
H 2.387 3.754 3.276
H 2.557 2.061 3.667
H 0.698 2.722 4.886
H -0.043 1.898 3.536
H 0.156 4.889 4.099
H -0.103 4.325 2.451
H -2.062 4.586 4.579
H -1.970 2.914 4.060
H -4.189 5.252 2.072
H -2.703 6.199 2.028
H -3.467 5.768 3.597
H 0.975 2.524 -2.070
H 3.884 0.519 -0.715
H 3.742 0.512 -2.457
H 3.306 2.988 -2.489
H 3.691 3.050 -0.759
H 4.899 2.539 -1.920
*
```

---

[2]
# C12H20F12N2O13S4V

A molecular structure, C12H20F12N2O13S4V (ωB97M-V/def2-TZVPD, the Open Molecules 2025 dataset).

- HOMO energy (alpha / beta): -9.6 / -9.6 eV

The geometry in ORCA input format:
```
! RIJCOSX wB97M-V def2-TZVPD def2/J DEFGRID3
* xyz 0 2
O -0.420 0.524 0.187
V 1.037 0.108 0.637
C 0.840 2.049 -3.025
F 1.436 3.042 -2.393
F -0.419 1.992 -2.702
F 1.038 2.238 -4.303
S 1.640 0.363 -2.506
O 0.563 -0.558 -2.182
O 2.518 -0.125 -3.532
N 2.285 0.709 -0.898
S 3.827 1.011 -1.280
O 4.641 -0.162 -1.394
O 3.940 2.001 -2.320
C 4.500 1.863 0.263
F 4.680 0.911 1.200
F 5.687 2.382 0.009
F 3.669 2.792 0.726
C 0.257 -3.653 -1.036
F -0.838 -2.948 -1.086
F 0.007 -4.907 -0.746
F 0.831 -3.637 -2.220
S 1.536 -3.019 0.228
O 1.933 -4.148 1.013
O 2.579 -2.381 -0.523
N 0.635 -1.827 1.076
S -0.304 -2.599 2.163
O -1.109 -3.680 1.692
O 0.450 -2.823 3.372
C -1.579 -1.281 2.616
F -2.370 -1.064 1.586
F -2.266 -1.707 3.643
F -0.957 -0.133 2.926
C 0.467 3.262 1.007
O 0.964 2.069 1.580
C 1.192 2.136 2.983
C 2.388 1.266 3.314
O 2.244 0.013 2.646
C 2.975 -1.050 3.253
H -0.523 3.482 1.416
H 0.312 3.143 -0.063
H 1.095 4.144 1.135
H 0.302 1.854 3.551
H 1.419 3.156 3.302
H 2.576 1.197 4.386
H 3.286 1.753 2.925
H 2.444 -1.411 4.131
H 3.987 -0.790 3.582
H 3.145 -1.822 2.506
C -4.064 1.740 -0.681
O -3.232 0.608 -0.553
C -2.918 -0.147 -1.716
C -4.011 -1.128 -2.075
O -4.804 -0.594 -3.115
C -5.698 -1.513 -3.693
H -5.010 1.384 -1.099
H -3.618 2.535 -1.291
H -4.248 2.216 0.282
H -2.096 -0.741 -1.312
H -2.600 0.507 -2.529
H -4.607 -1.294 -1.162
H -3.676 -2.147 -2.317
H -6.629 -1.657 -3.128
H -5.243 -2.486 -3.876
H -6.087 -1.019 -4.584
*
```

---

[3]
# C4H9NO

C4H9NO in the gas phase (ωB97M-V/def2-TZVPD, the Open Molecules 2025 dataset).

- HOMO energy: -9.4 eV
- SMILES: CC/N=C\OC

The geometry in ORCA input format:
```
! RIJCOSX wB97M-V def2-TZVPD def2/J DEFGRID3
* xyz 0 1
C 2.428 0.617 0.345
C 1.018 0.299 -0.174
N 0.357 -0.387 0.916
C -0.819 -0.800 1.049
O -1.948 -0.853 0.315
C -2.329 -0.236 -0.891
H 2.894 -0.322 0.667
H 3.084 1.120 -0.377
H 2.347 1.247 1.240
H 1.054 -0.334 -1.074
H 0.480 1.220 -0.441
H -1.103 -1.263 1.993
H -3.403 -0.399 -0.861
H -1.937 -0.749 -1.774
H -2.125 0.840 -0.932
*
```

---

[4]
# C43H51As2Br2CsN6O3P2

A molecular structure, C43H51As2Br2CsN6O3P2 (ωB97M-V/def2-TZVPD, the Open Molecules 2025 dataset).

- HOMO energy: -6.6 eV

The geometry in ORCA input format:
```
! RIJCOSX wB97M-V def2-TZVPD def2/J DEFGRID3
* xyz 0 1
Cs 0.495 -0.656 0.303
C -0.144 2.255 -3.013
C -0.501 0.793 -3.260
As -2.040 0.228 -2.141
C -3.407 1.203 -3.141
C -4.161 2.131 -2.434
C -5.121 2.900 -3.084
C -5.336 2.738 -4.442
C -4.590 1.806 -5.153
C -3.630 1.045 -4.507
C -2.210 -1.615 -2.754
C -1.823 -2.054 -4.020
C -1.894 -3.400 -4.353
C -2.335 -4.323 -3.414
C -2.706 -3.897 -2.149
C -2.644 -2.550 -1.818
As 0.229 2.601 -1.108
C -1.392 3.548 -0.577
C -1.934 4.602 -1.308
C -3.101 5.216 -0.883
C -3.739 4.780 0.272
C -3.207 3.729 1.004
C -2.033 3.116 0.577
C 1.444 4.127 -1.307
C 2.611 3.936 -2.042
C 3.562 4.941 -2.128
C 3.367 6.144 -1.464
C 2.217 6.332 -0.713
C 1.260 5.328 -0.631
H -0.951 2.917 -3.335
H 0.752 2.538 -3.568
H 0.340 0.135 -3.019
H -0.744 0.639 -4.314
H -4.005 2.265 -1.369
H -5.698 3.622 -2.520
H -6.085 3.333 -4.949
H -4.759 1.672 -6.215
H -3.063 0.318 -5.076
H -1.450 -1.355 -4.757
H -1.595 -3.727 -5.341
H -2.385 -5.374 -3.670
H -3.042 -4.614 -1.410
H -2.918 -2.237 -0.815
H -1.441 4.948 -2.210
H -3.518 6.034 -1.457
H -4.654 5.259 0.598
H -3.698 3.372 1.900
H -1.640 2.285 1.151
H 2.801 2.993 -2.544
H 4.463 4.779 -2.706
H 4.111 6.928 -1.528
H 2.058 7.266 -0.188
H 0.367 5.497 -0.042
C 2.925 -0.664 4.427
C 1.674 -1.452 4.700
C 1.569 -2.206 5.901
C 0.444 -2.932 6.129
C -0.613 -2.911 5.180
C -1.824 -3.638 5.332
Br -2.109 -4.726 6.849
C -2.794 -3.552 4.374
C -2.620 -2.747 3.242
Br -4.012 -2.692 1.967
C -1.470 -1.987 3.014
O -1.291 -1.240 2.001
C -0.433 -2.117 4.035
N 0.721 -1.418 3.809
H 3.819 -1.274 4.570
H 3.018 0.191 5.103
H 2.905 -0.300 3.401
H 2.383 -2.204 6.614
H 0.338 -3.525 7.028
H -3.716 -4.107 4.485
N -0.862 1.326 3.525
N 0.181 2.244 3.807
C 1.306 2.414 3.091
N 2.117 3.411 3.478
N 1.479 1.554 2.086
N 2.628 1.664 1.338
O 2.805 0.733 0.562
O 3.387 2.622 1.394
H -0.822 0.632 4.266
H -0.642 0.776 2.693
H -0.143 3.038 4.333
H 1.880 3.975 4.273
H 2.875 3.654 2.860
C 3.696 -2.678 -3.493
P 2.726 -1.833 -2.183
C 1.265 -2.952 -2.233
C 3.712 -2.386 -0.705
C 3.433 -3.780 -0.136
P 1.964 -3.811 1.006
C 2.822 -3.910 2.620
C 1.430 -5.551 0.811
H 3.166 -2.610 -4.445
H 3.863 -3.736 -3.270
H 4.664 -2.191 -3.617
H 0.778 -2.798 -3.198
H 0.527 -2.727 -1.465
H 1.531 -4.008 -2.154
H 3.638 -1.620 0.071
H 4.744 -2.323 -1.067
H 4.308 -4.147 0.409
H 3.258 -4.500 -0.940
H 3.516 -4.753 2.663
H 2.086 -4.002 3.420
H 3.380 -2.989 2.799
H 2.262 -6.254 0.907
H 0.962 -5.689 -0.165
H 0.683 -5.793 1.569
*
```

---

[5]
# C2H6S

2 unconnected molecules or ions with the total composition C2H6S (ωB97M-V/def2-TZVPD, the Open Molecules 2025 dataset).

- HOMO energy: -9.8 eV
- SMILES: C=C.S

The geometry in ORCA input format:
```
! RIJCOSX wB97M-V def2-TZVPD def2/J DEFGRID3
* xyz 0 1
C 0.950 1.294 -1.176
C 0.018 1.092 -0.252
H 1.997 1.163 -0.927
H 0.733 1.496 -2.216
H 0.298 0.796 0.749
H -1.030 1.187 -0.506
S -0.506 -2.766 1.318
H -1.476 -2.114 0.626
H -0.984 -2.148 2.384
*
```

---

[6]
# C6H10O

C6H10O in the gas phase (ωB97M-V/def2-TZVPD, the Open Molecules 2025 dataset).

- HOMO energy (alpha / beta): -7.0 / -6.1 eV

The geometry in ORCA input format:
```
! RIJCOSX wB97M-V def2-TZVPD def2/J DEFGRID3
* xyz 0 1
C -1.488 0.149 0.015
C 0.071 -0.144 1.398
O 0.342 -1.387 1.483
C 1.035 -1.834 0.358
C 0.706 -0.909 -0.790
C 0.115 0.297 0.005
C 0.582 1.699 -0.395
H -2.010 0.944 0.567
H -1.690 0.173 -1.046
H -1.901 -0.802 0.409
H -0.363 0.434 2.196
H 1.016 -2.906 0.290
H 1.584 -0.698 -1.430
H -0.082 -1.225 -1.517
H 0.095 1.978 -1.336
H 0.321 2.444 0.364
H 1.666 1.788 -0.573
*
```

---

[7]
# C3H10NO2

2 unconnected molecules or ions with the total composition C3H10NO2 (ωB97M-V/def2-TZVPD, the Open Molecules 2025 dataset).

- HOMO energy: -15.6 eV

The geometry in ORCA input format:
```
! RIJCOSX wB97M-V def2-TZVPD def2/J DEFGRID3
* xyz 1 1
C -1.584 -1.520 0.081
C -1.315 1.509 -0.129
C -0.363 -0.753 -0.081
N 2.631 0.383 0.120
O 0.749 -1.308 -0.028
O -0.279 0.579 -0.079
H -1.467 -2.370 -0.599
H -1.478 -2.017 1.035
H -2.479 -0.989 -0.292
H -0.934 2.407 -0.679
H -1.529 1.785 0.871
H -2.115 1.013 -0.591
H 2.220 1.210 0.567
H 3.124 0.670 -0.701
H 3.157 -0.327 0.643
H 1.661 -0.273 -0.138
*
```

---

[8]
# C2H13N2O2

3 unconnected molecules or ions with the total composition C2H13N2O2 (ωB97M-V/def2-TZVPD, the Open Molecules 2025 dataset).

- HOMO energy: -14.3 eV

The geometry in ORCA input format:
```
! RIJCOSX wB97M-V def2-TZVPD def2/J DEFGRID3
* xyz 1 1
C -0.645 -1.767 0.172
N 0.749 -1.936 0.773
C -1.005 -0.303 0.375
N 0.144 0.538 -0.037
H -0.573 -2.122 -0.855
H -1.321 -2.432 0.702
H 1.271 -2.540 0.150
H 0.643 -2.494 1.611
H -1.904 0.013 -0.146
H -1.164 -0.212 1.449
H -0.085 1.534 0.049
H 0.417 0.451 -1.017
H 0.924 0.257 0.549
H 2.475 0.827 -2.970
H 1.080 0.174 -2.950
O 1.707 0.641 -2.411
H -0.680 2.534 2.012
H -1.358 3.755 1.349
O -0.676 3.082 1.196
*
```